Computed, not measured: 2 unconnected molecules or ions with the total composition C5H11N3, with the ωB97M-V functional and the def2-TZVPD basis.

Calculated values
E_HOMO (spin up / spin down)   -19.2214 / -19.2211 eV
Net charge   +2
LUMO level (spin up / spin down)   -10.644 / -10.644 eV
Relative energy (zero: lowest compared OMol25 entry of this formula, charge and spin)   164.2 kcal/mol

```
19
Properties=species:S:1:pos:R:3:forces:R:3
C -0.34447 0.14879 0.32910 -1.57 4.51 -1.82
C -0.79164 -1.94879 -0.65757 0.11 -0.10 -0.55
C 1.19412 -0.34302 1.85499 4.45 -2.15 2.10
C 0.65445 -1.70765 1.32472 2.49 2.00 -0.13
C -0.39538 2.18996 -1.59273 -1.48 0.88 -1.10
N 0.43265 0.63079 1.26590 -2.62 1.30 -2.73
N -0.23017 -1.21027 0.19901 1.31 -0.91 2.98
N -1.19413 1.01045 -1.36005 1.47 -1.16 2.23
H -0.35400 -2.91963 -0.72777 -0.56 -1.00 -0.18
H -1.56433 -1.51633 -1.24531 -0.40 0.06 -0.94
H 1.08797 -0.23793 2.98324 0.61 -0.36 -1.34
H 2.32218 -0.21920 1.48624 -2.19 0.00 1.25
H 1.53651 -2.26001 0.95559 -0.91 -0.26 0.03
H 0.22345 -2.09417 2.22080 -1.36 -1.24 -0.30
H -1.06788 2.74383 -2.34421 0.80 -0.74 0.43
H 0.59966 2.05349 -2.05726 -0.65 -0.19 0.57
H -0.49120 2.87998 -0.76467 0.67 0.32 0.26
H 0.58810 1.61869 1.58156 -0.70 -0.81 -0.94
H -2.11743 1.29694 -0.98271 0.53 -0.14 0.17
```
Forces are in eV/Å.

Table of natural (NBO) atomic charges, one value per atom, all in e: C 0.580; C 0.264; C -0.266; C -0.262; C -0.494; N -0.442; N -0.356; N -0.362; H 0.257; H 0.267; H 0.281; H 0.273; H 0.284; H 0.287; H 0.311; H 0.257; H 0.228; H 0.499; H 0.393